# 1
21
Properties=species:S:1:pos:R:3:mulliken_charge:R:1 method="wB97M-V/def2-TZVPD" charge=0 homo_lumo_gap_ev=8.445 e_lumo_ev=-0.297 smiles="C#C/C=C/C=O.C1=CCON=C1"
C -0.535 2.620 -0.022 -0.143
C 0.546 2.078 0.049 0.029
C 1.829 1.465 0.135 -0.797
C 2.058 0.156 -0.026 0.386
C 3.429 -0.375 0.075 -0.199
O 3.703 -1.546 -0.069 -0.489
H -1.485 3.069 -0.090 0.458
H 2.666 2.129 0.351 0.289
H 1.244 -0.543 -0.240 0.315
H 4.192 0.445 0.281 0.263
C -1.363 -1.974 -0.422 -0.232
C -2.046 -0.965 -0.955 -0.351
C -2.172 0.329 -0.221 -0.316
O -1.515 0.373 1.057 -0.138
N -0.819 -0.690 1.572 -0.335
C -0.753 -1.772 0.885 -0.356
H -1.252 -2.925 -0.923 0.399
H -2.530 -1.037 -1.922 0.378
H -3.241 0.583 -0.035 0.282
H -1.775 1.143 -0.848 0.183
H -0.180 -2.565 1.367 0.373

# 2
54
Properties=species:S:1:pos:R:3:mulliken_charge:R:1 method="wB97M-V/def2-TZVPD" charge=+3 homo_lumo_gap_ev=1.837 e_lumo_ev=-12.202
C 1.905 -3.233 1.989 -1.393
C 2.732 -2.249 1.143 0.353
Cl 2.454 -2.549 -0.580 -0.093
C 2.294 -0.837 1.478 -0.328
N 3.177 0.171 0.796 0.014
C 2.545 1.380 0.399 0.417
O 2.435 1.651 -0.762 -0.449
O 2.173 2.242 1.368 -0.358
C 0.855 2.124 1.935 -0.414
C -0.214 2.730 1.047 -0.489
S -0.762 1.668 -0.335 -0.187
C -1.895 0.436 0.243 0.487
N -3.119 0.524 0.668 -0.523
N -3.531 -0.745 0.945 -0.545
C -2.559 -1.536 0.687 -0.357
O -1.484 -0.845 0.261 -0.110
H 0.988 -3.473 1.463 0.309
H 2.477 -4.142 2.128 0.390
H 1.687 -2.783 2.953 0.392
H 3.772 -2.402 1.428 0.361
H 1.267 -0.697 1.154 -0.282
H 2.369 -0.724 2.559 0.355
H 3.534 -0.264 -0.058 0.406
H 0.571 1.113 2.217 0.155
H 0.870 2.698 2.856 0.358
H 0.101 3.675 0.612 0.395
H -1.069 2.974 1.671 0.591
H -2.606 -2.608 0.796 0.902
C -1.524 -3.661 -3.375 -0.603
Br -0.505 -5.262 -3.149 0.071
Br -3.420 -4.063 -3.747 0.359
Br -1.377 -2.476 -1.863 0.255
H -1.148 -3.127 -4.237 0.519
O -4.142 -3.801 1.185 -0.487
H -4.737 -3.046 1.081 0.332
H -4.624 -4.542 0.756 0.168
C 1.845 6.599 3.041 -0.807
C 0.734 5.937 4.030 -0.094
O -0.149 5.392 3.258 -0.322
H 1.390 7.348 2.402 0.332
H 2.589 7.069 3.684 0.358
H 2.315 5.828 2.437 0.223
H 0.406 6.791 4.659 0.333
H 1.300 5.278 4.713 0.249
K -4.150 2.377 -0.220 0.943
Be -4.494 -6.279 -0.255 0.072
Br -2.654 -4.177 -6.161 0.198
C -0.566 -2.115 -8.684 0.801
O -0.832 -2.356 -9.849 -0.309
O -1.020 -1.153 -8.023 -0.221
O 0.194 -2.797 -7.955 -0.274
Be 0.459 2.409 -2.474 0.416
Cl -2.068 -0.949 -4.277 -0.631
Al 5.140 0.458 2.128 0.760

# 3
124
Properties=species:S:1:pos:R:3:lowdin_spin:R:1 method="wB97M-V/def2-TZVPD" charge=+3 homo_lumo_gap_ev="6.434 / 6.722" multiplicity=2 e_lumo_ev="-8.859 / -8.559"
Ru -0.529 -0.514 0.091 0.922
C -3.235 -4.458 -0.237 0.001
C -2.166 -3.417 -0.121 0.001
N -2.408 -2.163 -0.057 0.034
N -3.690 -1.739 -0.079 0.001
C -4.017 -0.512 0.368 0.000
N -5.302 -0.172 0.349 0.002
S -2.859 0.567 0.928 -0.028
C -0.751 -3.794 0.023 0.007
C -0.283 -5.089 -0.169 0.003
C 1.032 -5.389 0.156 -0.003
C 1.836 -4.392 0.683 0.002
C 1.312 -3.112 0.782 0.003
N 0.065 -2.819 0.438 0.076
H -4.071 -4.236 0.430 0.000
H -2.869 -5.441 0.036 0.000
H -3.613 -4.502 -1.262 0.000
H -4.426 -2.389 -0.325 0.001
H -6.042 -0.810 0.099 0.000
H -5.571 0.730 0.711 0.000
H -0.919 -5.860 -0.579 0.001
H 1.415 -6.389 0.009 0.000
H 2.852 -4.590 0.992 0.000
H 1.908 -2.288 1.157 0.000
C 3.007 -2.080 -2.488 0.000
C 1.788 -1.895 -1.831 0.000
N 1.489 -0.797 -1.160 0.007
C 2.385 0.206 -1.126 0.000
C 3.628 0.123 -1.778 0.000
C 3.933 -1.065 -2.463 0.000
C 4.526 1.236 -1.740 0.000
C 4.189 2.373 -1.091 0.000
C 2.941 2.476 -0.399 -0.001
C 2.569 3.621 0.325 0.002
C 1.395 3.613 1.039 -0.001
C 0.576 2.484 0.977 0.001
N 0.877 1.423 0.252 -0.018
C 2.047 1.391 -0.409 -0.001
H 3.200 -3.006 -3.010 0.000
H 1.035 -2.672 -1.866 0.000
H 4.880 -1.155 -2.980 0.000
H 5.472 1.150 -2.257 0.000
H 4.858 3.224 -1.080 0.000
H 3.216 4.489 0.317 0.000
H 1.094 4.463 1.633 0.000
H -0.354 2.450 1.531 0.001
S -0.029 -0.494 2.444 -0.005
Sb 1.301 -0.161 4.368 0.005
C -0.058 0.437 5.900 -0.001
C -1.387 0.665 5.578 0.000
C -2.253 1.051 6.590 0.000
C -1.788 1.200 7.890 0.000
C -0.455 0.959 8.192 0.000
C 0.426 0.570 7.194 0.000
C 2.766 1.287 3.811 0.000
C 2.835 2.494 4.494 0.000
C 3.791 3.428 4.114 0.000
C 4.655 3.150 3.065 0.000
C 4.579 1.936 2.393 0.000
C 3.628 0.996 2.761 0.000
C 2.232 -2.065 4.595 0.003
C 1.420 -3.183 4.741 0.001
C 2.016 -4.419 4.937 0.000
C 3.401 -4.526 4.982 0.000
C 4.199 -3.400 4.834 0.000
C 3.617 -2.154 4.638 0.001
H -1.742 0.545 4.561 0.000
H -3.295 1.235 6.364 0.000
H -2.469 1.503 8.673 0.000
H -0.095 1.071 9.206 0.000
H 1.465 0.372 7.431 0.000
H 2.165 2.702 5.320 0.000
H 3.865 4.364 4.651 0.000
H 5.400 3.880 2.778 0.000
H 5.272 1.715 1.592 0.000
H 3.571 0.044 2.243 0.000
H 0.341 -3.090 4.714 0.000
H 1.398 -5.297 5.073 0.000
H 3.860 -5.492 5.144 0.000
H 5.276 -3.485 4.887 0.000
H 4.238 -1.272 4.539 0.000
F -6.169 -3.285 -5.334 0.000
C -5.135 -2.786 -6.027 0.000
F -4.461 -3.821 -6.550 0.000
F -5.623 -2.061 -7.037 0.000
C -4.228 -1.961 -5.144 -0.001
C -2.974 -1.606 -5.617 0.000
C -2.107 -0.880 -4.814 0.000
C -2.491 -0.507 -3.529 0.001
C -3.776 -0.830 -3.087 0.000
C -4.645 -1.550 -3.886 0.000
P -1.462 0.446 -2.349 -0.007
C -2.428 1.991 -2.194 -0.003
C -2.124 2.829 -1.124 0.000
C -2.822 4.006 -0.922 0.000
C -3.838 4.346 -1.803 0.000
C -4.124 3.542 -2.897 0.000
C -3.423 2.362 -3.096 -0.001
C -4.658 5.594 -1.566 0.000
F -5.968 5.323 -1.665 0.000
F -4.438 6.097 -0.342 0.000
F -4.368 6.547 -2.457 0.000
C -0.025 0.997 -3.327 -0.002
C 0.362 2.331 -3.375 -0.001
C 1.511 2.704 -4.058 0.000
C 2.271 1.738 -4.695 -0.001
C 1.884 0.403 -4.672 0.000
C 0.751 0.033 -3.975 -0.001
C 3.552 2.091 -5.410 0.000
F 4.543 1.253 -5.010 0.000
F 3.440 1.964 -6.730 0.000
F 3.958 3.333 -5.131 0.000
H -2.676 -1.893 -6.617 0.000
H -1.151 -0.591 -5.220 0.000
H -4.107 -0.466 -2.125 0.000
H -5.644 -1.791 -3.549 0.000
H -1.335 2.543 -0.444 0.001
H -2.597 4.647 -0.081 0.000
H -4.902 3.832 -3.590 0.000
H -3.659 1.747 -3.952 0.000
H -0.238 3.092 -2.893 0.000
H 1.811 3.742 -4.101 0.000
H 2.478 -0.336 -5.194 0.000
H 0.464 -1.009 -3.932 0.000

# 4
122
Properties=species:S:1:pos:R:3:mulliken_charge:R:1 method="wB97M-V/def2-TZVPD" charge=0 homo_lumo_gap_ev=10.372 e_lumo_ev=-0.127 smiles="CC(=O)OCCCCOC(=O)C[C@@H](C)F.O=C1OC[C@@H](F)O1.O=C1OC[C@@H](F)O1.O=C1OC[C@@H](F)O1.O=C1OC[C@@H](F)O1.O=C1OC[C@@H](F)O1.O=C1OC[C@@H](F)O1.O=C1OC[C@@H](F)O1.O=C1OC[C@@H](F)O1.O=C1OC[C@@H](F)O1"
C 3.122 4.593 2.016 0.068
C 4.512 3.942 1.389 0.442
O 5.726 4.386 1.788 -0.585
O 4.475 2.825 0.416 -0.301
C 4.311 1.537 1.155 -0.552
C 2.825 0.955 0.771 0.347
C 2.307 -0.281 1.715 -0.477
C 1.816 0.405 3.158 -0.418
O 0.344 0.444 3.097 -0.194
C -0.196 1.735 3.549 0.250
O -0.043 2.036 4.868 -0.578
C -0.915 2.879 2.622 -0.062
C -1.671 2.318 1.280 0.041
C -0.632 2.039 0.000 0.071
F -2.582 1.165 1.520 -0.388
H 2.924 5.627 1.476 -0.025
H 3.287 4.752 3.184 0.374
H 2.159 3.931 1.790 -0.245
H 4.349 1.818 2.306 0.234
H 5.204 0.846 0.837 0.291
H 2.060 1.852 0.920 -0.522
H 2.732 0.609 -0.358 0.309
H 1.336 -0.730 1.197 0.305
H 3.082 -1.141 1.884 0.425
H 2.253 -0.288 4.004 0.231
H 2.324 1.469 3.270 0.414
H -0.139 3.703 2.323 -0.071
H -1.761 3.378 3.296 0.352
H -2.372 3.206 0.900 0.345
H -0.098 3.044 -0.270 -0.354
H -1.338 1.754 -0.919 0.322
H 0.081 1.166 0.314 -0.093
O 1.254 4.978 -0.313 -0.436
C 1.495 4.695 -1.474 0.594
O 1.633 5.616 -2.476 -0.316
C 2.034 4.899 -3.626 -0.646
C 1.544 3.521 -3.336 1.003
F 2.354 2.594 -3.893 -0.328
O 1.653 3.422 -1.934 -0.106
H 3.124 4.949 -3.723 0.300
H 1.582 5.319 -4.528 0.337
H 0.507 3.341 -3.638 -0.190
O 10.256 7.948 -1.195 -0.542
C 9.893 6.950 -0.595 0.630
O 9.161 6.975 0.561 -0.304
C 8.838 5.631 0.857 -0.220
C 9.904 4.876 0.141 0.297
F 9.444 3.679 -0.286 -0.271
O 10.172 5.676 -0.989 -0.296
H 7.834 5.408 0.480 0.161
H 8.855 5.453 1.936 0.261
H 10.823 4.738 0.720 0.268
O 2.438 -4.811 2.414 -0.566
C 1.424 -4.289 2.844 0.709
O 0.231 -4.262 2.175 -0.348
C -0.711 -3.690 3.060 0.009
C 0.152 -2.901 3.985 1.241
F -0.387 -2.853 5.224 -0.326
O 1.342 -3.654 4.048 -0.338
H -1.261 -4.487 3.570 -0.160
H -1.425 -3.061 2.520 0.368
H 0.376 -1.888 3.636 -0.540
O -4.429 -7.429 4.658 -0.598
C -3.426 -7.169 5.302 0.555
O -2.399 -6.391 4.842 -0.236
C -1.506 -6.228 5.925 -0.375
C -1.812 -7.411 6.778 0.300
F -1.623 -7.124 8.086 -0.285
O -3.189 -7.624 6.564 -0.294
H -1.715 -5.277 6.427 0.302
H -0.468 -6.221 5.580 0.266
H -1.254 -8.314 6.510 0.295
O -1.438 3.420 -3.640 -0.663
C -1.939 3.313 -4.747 0.627
O -1.333 2.695 -5.807 -0.268
C -2.286 2.668 -6.851 -0.444
C -3.194 3.794 -6.490 0.280
F -4.459 3.540 -6.891 -0.231
O -3.167 3.800 -5.080 -0.282
H -2.794 1.698 -6.852 0.295
H -1.807 2.815 -7.822 0.275
H -2.871 4.769 -6.868 0.271
O -6.513 -8.846 -0.866 -0.541
C -5.827 -9.142 0.098 0.616
O -6.251 -9.061 1.396 -0.309
C -5.219 -9.614 2.188 -0.203
C -4.021 -9.454 1.316 0.332
F -3.135 -10.454 1.525 -0.340
O -4.542 -9.587 0.013 -0.314
H -5.449 -10.662 2.404 0.275
H -5.119 -9.075 3.134 0.120
H -3.519 -8.486 1.415 0.346
O -6.006 3.698 -9.378 -0.534
C -7.020 3.297 -8.830 0.686
O -7.471 3.755 -7.622 -0.282
C -8.726 3.141 -7.406 -0.406
C -8.642 1.923 -8.261 0.306
F -9.859 1.586 -8.741 -0.284
O -7.836 2.334 -9.342 -0.283
H -9.522 3.825 -7.720 0.276
H -8.867 2.899 -6.349 0.263
H -8.183 1.059 -7.767 0.280
O 2.298 -11.407 2.743 -0.539
C 1.468 -11.532 1.858 0.617
O 0.255 -10.900 1.849 -0.244
C -0.343 -11.202 0.604 -0.212
C 0.342 -12.467 0.214 0.358
F 0.457 -12.559 -1.130 -0.281
O 1.633 -12.325 0.762 -0.294
H -0.152 -10.383 -0.098 0.253
H -1.424 -11.329 0.709 0.103
H -0.129 -13.373 0.611 0.284
O -0.912 9.223 1.795 -0.547
C -0.013 9.158 0.972 0.572
O 0.142 10.037 -0.064 -0.306
C 1.360 9.698 -0.696 -0.410
C 1.537 8.269 -0.312 0.470
F 2.848 7.958 -0.200 -0.303
O 0.953 8.198 0.969 -0.253
H 2.159 10.342 -0.313 0.279
H 1.291 9.832 -1.779 0.287
H 1.041 7.559 -0.983 0.175

What did the first record say?
21
Properties=species:S:1:pos:R:3:mulliken_charge:R:1 method="wB97M-V/def2-TZVPD" charge=0 homo_lumo_gap_ev=8.445 e_lumo_ev=-0.297 smiles="C#C/C=C/C=O.C1=CCON=C1"
C -0.535 2.620 -0.022 -0.143
C 0.546 2.078 0.049 0.029
C 1.829 1.465 0.135 -0.797
C 2.058 0.156 -0.026 0.386
C 3.429 -0.375 0.075 -0.199
O 3.703 -1.546 -0.069 -0.489
H -1.485 3.069 -0.090 0.458
H 2.666 2.129 0.351 0.289
H 1.244 -0.543 -0.240 0.315
H 4.192 0.445 0.281 0.263
C -1.363 -1.974 -0.422 -0.232
C -2.046 -0.965 -0.955 -0.351
C -2.172 0.329 -0.221 -0.316
O -1.515 0.373 1.057 -0.138
N -0.819 -0.690 1.572 -0.335
C -0.753 -1.772 0.885 -0.356
H -1.252 -2.925 -0.923 0.399
H -2.530 -1.037 -1.922 0.378
H -3.241 0.583 -0.035 0.282
H -1.775 1.143 -0.848 0.183
H -0.180 -2.565 1.367 0.373